No. 1
The following is a DFT calculation (the ωB97M-V functional and the def2-TZVPD basis) of 7 unconnected molecules or ions with the total composition C36H64N4O16S in a non-equilibrium geometry.

ORCA input file:
```
! RIJCOSX wB97M-V def2-TZVPD def2/J DEFGRID3
* xyz 0 1
N 1.654 -1.618 1.496
C 1.489 -1.820 0.372
C 1.140 -2.039 -1.020
C 1.327 -0.778 -1.921
C 2.458 -1.096 -2.801
N 3.339 -1.393 -3.483
C 0.096 -0.530 -2.833
C -0.920 0.466 -2.265
S -1.444 -0.073 -0.619
C -2.908 0.807 -0.323
N -4.099 0.300 -0.480
N -4.996 1.273 -0.082
C -4.283 2.294 0.285
O -2.961 2.078 0.162
C 1.742 0.455 -1.138
O 1.766 1.570 -1.997
C 2.674 2.542 -1.561
O 2.252 3.117 -0.368
C 0.882 3.522 -0.383
C 0.434 4.318 -1.594
O -0.386 3.514 -2.448
H 0.105 -2.356 -1.054
H 1.736 -2.855 -1.407
H 0.434 -0.225 -3.814
H -0.410 -1.483 -2.948
H -0.499 1.464 -2.278
H -1.770 0.474 -2.939
H -4.676 3.212 0.676
H 1.062 0.632 -0.310
H 2.725 0.298 -0.696
H 3.652 2.110 -1.388
H 2.793 3.269 -2.362
H 0.242 2.664 -0.207
H 0.758 4.167 0.470
H 1.265 4.768 -2.130
H -0.198 5.122 -1.222
H -1.020 4.074 -2.900
C 7.997 5.135 -2.858
C 6.488 5.015 -2.883
O 6.032 3.829 -2.229
C 5.863 3.740 -0.895
C 6.364 4.846 0.004
O 5.356 2.749 -0.448
H 8.381 5.210 -1.840
H 8.317 6.019 -3.410
H 8.450 4.255 -3.312
H 5.996 5.895 -2.465
H 6.144 4.918 -3.910
H 7.335 4.557 0.402
H 5.660 4.951 0.826
H 6.451 5.816 -0.480
C -3.403 2.330 4.234
C -3.225 3.079 2.931
O -1.967 3.765 2.877
C -0.839 3.148 2.506
C -0.832 1.643 2.344
O 0.165 3.797 2.355
H -2.648 1.555 4.366
H -4.387 1.861 4.266
H -3.313 3.016 5.077
H -3.344 2.434 2.061
H -3.981 3.856 2.849
H -0.436 1.196 3.256
H -0.175 1.384 1.519
H -1.806 1.211 2.131
C 1.438 -7.342 -2.638
C 0.424 -6.928 -3.681
O 0.149 -5.521 -3.652
C 0.919 -4.608 -4.265
C 2.257 -5.011 -4.839
O 0.549 -3.465 -4.290
H 2.405 -6.865 -2.801
H 1.581 -8.421 -2.649
H 1.097 -7.051 -1.644
H 0.717 -7.235 -4.686
H -0.533 -7.402 -3.473
H 3.034 -4.757 -4.119
H 2.421 -4.434 -5.746
H 2.337 -6.064 -5.097
C -9.015 5.085 -0.988
C -8.871 3.622 -0.625
O -7.608 3.343 -0.011
C -7.362 3.531 1.295
C -8.362 4.267 2.153
O -6.312 3.146 1.736
H -8.982 5.728 -0.108
H -9.961 5.257 -1.501
H -8.201 5.391 -1.645
H -9.687 3.269 0.006
H -8.883 3.015 -1.528
H -8.045 5.305 2.243
H -8.358 3.812 3.140
H -9.382 4.236 1.781
C 2.770 1.472 4.815
C 2.013 2.769 5.015
O 1.720 3.011 6.397
C 2.597 3.570 7.248
C 4.033 3.770 6.813
O 2.234 3.853 8.356
H 3.741 1.487 5.311
H 2.931 1.287 3.752
H 2.206 0.639 5.234
H 2.529 3.623 4.575
H 1.048 2.702 4.523
H 4.630 2.944 7.196
H 4.391 4.698 7.253
H 4.171 3.841 5.737
C -1.861 -11.103 0.897
C -1.688 -10.347 -0.404
O -0.324 -9.983 -0.637
C 0.582 -10.817 -1.181
C 0.238 -12.276 -1.375
O 1.668 -10.383 -1.451
H -1.315 -12.046 0.894
H -2.915 -11.318 1.074
H -1.481 -10.510 1.728
H -2.089 -10.896 -1.258
H -2.225 -9.402 -0.354
H 0.648 -12.842 -0.540
H 0.710 -12.614 -2.294
H -0.826 -12.481 -1.458
*
```

Results
LUMO energy = 0.501 eV
Frontier orbital gap = 9.6 eV
Electronic energy = -3231.09108 Eh


No. 2
The following is a DFT calculation (the ωB97M-V functional and the def2-TZVPD basis) of 2 unconnected molecules or ions with the total composition C2H7N4 in a non-equilibrium geometry.

ORCA input file:
```
! RIJCOSX wB97M-V def2-TZVPD def2/J DEFGRID3
* xyz 1 1
C -2.287 -0.251 -0.098
C 1.556 1.252 -0.193
N -3.037 0.526 0.439
N -1.262 -0.804 -0.503
N 1.099 0.108 0.038
N 1.814 -0.925 0.279
H 0.829 2.056 -0.547
H 2.529 1.402 0.081
H -3.931 0.947 0.303
H -1.290 -1.564 -1.139
H 0.027 -0.351 -0.126
H 2.741 -0.822 0.685
H 1.212 -1.575 0.781
*
```

Results
ΔE to the lowest compared entry with this formula, charge and spin = 83.5 kcal/mol
LUMO energy = -3.456 eV
Frontier orbital gap = 11.0 eV
Electronic energy = -299.08890 Eh


No. 3
The following is a DFT calculation (the ωB97M-V functional and the def2-TZVPD basis) of C2H5NOS in the gas phase in a non-equilibrium geometry.

ORCA input file:
```
! RIJCOSX wB97M-V def2-TZVPD def2/J DEFGRID3
* xyz 0 1
N -0.767 1.365 -0.335
C -1.074 0.115 -0.099
S -2.925 -0.305 0.483
C -0.061 -1.007 -0.165
O 1.265 -0.575 -0.020
H -0.009 1.770 -0.787
H -1.465 2.047 -0.061
H -0.292 -1.776 0.405
H -0.090 -1.372 -1.171
H 1.657 -0.487 0.953
*
```

Results
ΔE to the lowest compared entry with this formula, charge and spin = 56.7 kcal/mol
LUMO energy = 0.249 eV
Frontier orbital gap = 8.3 eV
Electronic energy = -607.31648 Eh


Question: The lowest LUMO energy belongs to which entry?
Answer: C2H7N4